Record 1
Computed, not measured: C11H10F9MoNO as an isolated structure, with wB97M-V/def2-TZVPD.

Computed properties:
Strongest force on any atom: 6.98 eV/Å
Energy above the lowest of the compared OMol25 structures with the same formula, charge and spin: 9.4 kcal per mole
Expectation value of S²: 2.12
Gap between HOMO and LUMO (spin up / spin down): 6.98 / 7.61 eV
Multiplicity: 3
E: -41414.819 eV

Structure (XYZ):
```
33
Properties=species:S:1:pos:R:3:lowdin_charge:R:1
C -1.7548 2.0128 -2.4697 -0.164
C -2.2294 1.3454 -1.3006 -0.252
C -1.4131 0.1733 -1.0996 -0.232
C -0.4227 0.1411 -2.1235 -0.139
C -0.6547 1.2588 -2.9898 -0.150
Mo -0.1588 1.9935 -0.8171 1.439
N 1.1693 2.7447 -1.9585 -0.254
C -1.8332 1.1480 1.6225 -0.129
C -2.9654 0.4698 1.9846 -0.029
H -1.5605 -0.5691 -0.3270 0.102
H -3.0846 1.6181 -0.6935 0.104
H 0.3437 -0.6153 -2.2339 0.110
H -0.1308 1.4405 -3.9196 0.121
H -2.1880 2.9099 -2.9024 0.117
H -3.9577 0.9298 1.9971 0.054
H -0.8699 0.6323 1.7238 0.034
H 2.0193 3.2420 -2.2975 -0.028
H -2.8998 -0.5790 2.2887 0.059
H -1.8162 2.2309 1.4778 0.043
F 2.2708 -1.6272 -1.4269 0.118
C 2.7222 -1.4617 -0.1527 -0.481
F 3.4664 -2.5556 0.1669 0.134
F 3.5377 -0.3796 -0.1574 0.140
C 1.4885 -1.2354 0.8584 -0.360
O 0.7731 -0.2216 0.4755 -0.191
C 0.5766 -2.5716 0.8847 -0.477
F 1.2423 -3.6468 1.3861 0.137
F -0.5348 -2.3737 1.6402 0.128
F 0.1509 -2.8855 -0.3683 0.132
C 2.0561 -0.9614 2.3442 -0.486
F 2.8991 -1.9468 2.7680 0.129
F 2.7265 0.2138 2.3859 0.138
F 1.0319 -0.8744 3.2336 0.133
```


Record 2
Computed, not measured: C11H10N5OPdSSe2Te2 as an isolated structure, with wB97M-V/def2-TZVPD.

Computed properties:
Strongest force on any atom: 2.15 eV/Å
Charge: -1
Energy above the lowest of the compared OMol25 structures with the same formula, charge and spin: 61.6 kcal per mole
Gap between HOMO and LUMO (spin up / spin down): 4.89 / 4.91 eV
E: -180663.922 eV

Structure (XYZ):
```
33
Properties=species:S:1:pos:R:3:lowdin_charge:R:1
Pd 0.2217 -0.8018 0.5349 -0.017
Se 2.0394 2.4121 -1.0174 -0.154
Te -0.0571 1.2101 -0.9780 0.485
Te -1.0204 1.2015 1.5901 0.352
Se -1.1606 -1.0569 2.6670 0.007
N 2.0212 -1.8762 -1.5572 0.054
C 2.0152 -1.5702 -0.2144 -1.009
S 1.4820 -2.7927 0.8566 0.645
N 2.9364 -0.6014 0.1121 -0.019
C 3.3964 -0.1774 1.3640 -0.278
C 2.5836 -0.0802 2.4899 -0.077
C 3.1053 0.3784 3.6859 -0.078
C 4.4376 0.7372 3.7777 -0.111
C 5.2483 0.6460 2.6577 -0.103
C 4.7311 0.2166 1.4537 -0.035
H 1.3835 -2.6097 -1.8422 0.057
H 2.1142 -1.1126 -2.2175 0.083
H 3.4804 -0.2517 -0.6706 0.104
H 1.5345 -0.3945 2.4792 -0.017
H 2.4574 0.4525 4.5470 0.105
H 4.8432 1.0762 4.7198 0.091
H 6.2937 0.9081 2.7277 0.095
H 5.3581 0.1725 0.5749 0.108
N -2.1173 -3.1803 0.1624 0.141
C -1.8208 -2.1100 -0.6318 -0.615
O -2.1977 -0.9562 -0.3332 -0.210
C -1.1500 -2.4197 -1.8815 -0.262
C -0.7985 -1.3531 -2.6746 -0.320
N -0.4616 -0.3586 -3.1796 0.014
C -0.9300 -3.7261 -2.3024 -0.284
N -0.7490 -4.8093 -2.6568 0.121
H -1.6216 -4.0449 0.0014 0.085
H -2.3991 -2.9822 1.1167 0.039
```


Record 3
Computed, not measured: C11H11Br3N2 as an isolated structure, with wB97M-V/def2-TZVPD.

Computed properties:
Strongest force on any atom: 3.50 eV/Å
Energy above the lowest of the compared OMol25 structures with the same formula, charge and spin: 9.4 kcal per mole
Gap between HOMO and LUMO: 8.77 eV
E: -224691.266 eV

Structure (XYZ):
```
27
Properties=species:S:1:pos:R:3:lowdin_charge:R:1
N -1.5318 2.7519 -1.1523 0.066
C -0.6125 3.6424 -1.4442 -0.221
C 0.6215 3.7119 -0.8965 -0.074
C 1.0047 2.7590 0.1173 -0.096
C 0.0639 1.8210 0.5555 -0.100
C -1.1748 1.8402 -0.1602 -0.101
H -0.7656 4.2906 -2.2943 0.102
H 1.2677 4.5128 -1.2240 0.098
H 1.9113 2.8399 0.6988 0.092
H 0.1892 1.0910 1.3415 0.068
H -1.9142 1.1030 0.1158 0.068
N -1.0131 -1.2998 0.3804 0.054
C -0.2366 -2.3371 -0.0689 -0.167
C -0.4401 -3.6415 0.3555 -0.073
C -1.5360 -3.9506 1.1735 -0.069
C -2.3443 -2.8957 1.6363 -0.071
C -2.0242 -1.5582 1.2893 -0.112
H 0.6742 -2.0568 -0.5771 0.030
H 0.3121 -4.3650 0.0775 0.101
H -1.7049 -4.9448 1.5601 0.100
H -3.1476 -3.1285 2.3196 0.093
H -2.7240 -0.8000 1.6083 0.094
C 2.8988 0.1815 -1.0573 -1.448
Br 2.6786 -0.6475 0.7550 0.587
Br 3.1555 -1.2170 -2.4789 0.507
Br 4.3624 1.4944 -1.3576 0.525
H 2.0297 0.8028 -1.2733 -0.053
```


Record 4
Computed, not measured: one molecule with the formula C11H11ClFN3O3S2, with wB97M-V/def2-TZVPD.

Computed properties:
Strongest force on any atom: 1.57 eV/Å
Energy above the lowest of the compared OMol25 structures with the same formula, charge and spin: 0.0 kcal per mole
Gap between HOMO and LUMO: 9.35 eV
E: -59107.580 eV
Structure (SMILES): CS(=O)(=O)NCc1nnc(SCc2c(F)cccc2Cl)o1

Structure (XYZ):
```
32
Properties=species:S:1:pos:R:3:lowdin_charge:R:1
C -2.5269 -0.7693 -1.3286 -0.119
S -2.2730 -0.7640 0.4463 0.611
O -0.9083 -0.4454 0.7617 -0.272
O -2.8217 -1.9669 0.9998 -0.302
N -3.2885 0.4907 0.9319 -0.122
C -2.7140 1.7464 1.3724 -0.132
C -1.5277 2.0270 0.5275 -0.382
N -1.4643 1.9996 -0.7633 0.082
N -0.1727 2.1583 -1.1021 0.077
C 0.4852 2.2822 0.0070 -0.675
S 2.1917 2.4534 0.1944 0.995
C 2.6806 1.2228 -1.0918 -0.382
C 2.4697 -0.1537 -0.5564 -0.253
C 1.4429 -0.9731 -1.0158 -0.244
F 0.6753 -0.5476 -2.0376 0.070
C 1.1951 -2.2269 -0.4902 -0.016
C 1.9872 -2.6884 0.5440 -0.061
C 3.0252 -1.9114 1.0266 -0.101
C 3.2574 -0.6616 0.4783 -0.611
Cl 4.5540 0.2938 1.0947 0.717
O -0.3232 2.2397 1.0865 0.092
H -2.2521 0.2100 -1.7010 0.039
H -1.8973 -1.5360 -1.7602 0.059
H -3.5726 -0.9856 -1.4944 0.066
H -4.0121 0.1400 1.5393 0.108
H -2.3805 1.7234 2.4182 0.136
H -3.4646 2.5348 1.2451 0.134
H 3.7330 1.4241 -1.2867 0.072
H 2.0725 1.4223 -1.9707 0.079
H 0.3826 -2.8167 -0.8812 0.120
H 1.7953 -3.6572 0.9765 0.111
H 3.6519 -2.2646 1.8298 0.104
```


> What is the E in the third record?

-224691.266 eV


Copy entry 2 word for word.
Computed, not measured: C11H10N5OPdSSe2Te2 as an isolated structure, with wB97M-V/def2-TZVPD.

Computed properties:
Strongest force on any atom: 2.15 eV/Å
Charge: -1
Energy above the lowest of the compared OMol25 structures with the same formula, charge and spin: 61.6 kcal per mole
Gap between HOMO and LUMO (spin up / spin down): 4.89 / 4.91 eV
E: -180663.922 eV

Structure (XYZ):
```
33
Properties=species:S:1:pos:R:3:lowdin_charge:R:1
Pd 0.2217 -0.8018 0.5349 -0.017
Se 2.0394 2.4121 -1.0174 -0.154
Te -0.0571 1.2101 -0.9780 0.485
Te -1.0204 1.2015 1.5901 0.352
Se -1.1606 -1.0569 2.6670 0.007
N 2.0212 -1.8762 -1.5572 0.054
C 2.0152 -1.5702 -0.2144 -1.009
S 1.4820 -2.7927 0.8566 0.645
N 2.9364 -0.6014 0.1121 -0.019
C 3.3964 -0.1774 1.3640 -0.278
C 2.5836 -0.0802 2.4899 -0.077
C 3.1053 0.3784 3.6859 -0.078
C 4.4376 0.7372 3.7777 -0.111
C 5.2483 0.6460 2.6577 -0.103
C 4.7311 0.2166 1.4537 -0.035
H 1.3835 -2.6097 -1.8422 0.057
H 2.1142 -1.1126 -2.2175 0.083
H 3.4804 -0.2517 -0.6706 0.104
H 1.5345 -0.3945 2.4792 -0.017
H 2.4574 0.4525 4.5470 0.105
H 4.8432 1.0762 4.7198 0.091
H 6.2937 0.9081 2.7277 0.095
H 5.3581 0.1725 0.5749 0.108
N -2.1173 -3.1803 0.1624 0.141
C -1.8208 -2.1100 -0.6318 -0.615
O -2.1977 -0.9562 -0.3332 -0.210
C -1.1500 -2.4197 -1.8815 -0.262
C -0.7985 -1.3531 -2.6746 -0.320
N -0.4616 -0.3586 -3.1796 0.014
C -0.9300 -3.7261 -2.3024 -0.284
N -0.7490 -4.8093 -2.6568 0.121
H -1.6216 -4.0449 0.0014 0.085
H -2.3991 -2.9822 1.1167 0.039
```